{
  "formula": "C4H3NO2",
  "method": "ωB97M-V/def2-TZVPD",
  "species": ["O", "C", "C", "C", "C", "O", "N", "H", "H", "H"],
  "positions_angstrom": [[2.246, -0.553, 0.133], [1.145, -0.138, -0.061], [0.593, 1.298, -0.140], [-0.760, 1.236, 0.070], [-1.082, -0.146, -0.053], [-2.215, -0.676, 0.032], [0.085, -0.871, -0.079], [1.219, 2.226, -0.119], [-1.530, 1.986, 0.483], [0.092, -1.782, -0.037]],
  "lumo_energy_ev": -1.011,
  "smiles": "O=C1C=CC(=O)N1",
  "orbital_gap_ha": 0.351,
  "charge": 0,
  "de_lowest_kcal_mol": 23.2
}